# C40H38F6O2S

7 unconnected molecules or ions with the total composition C40H38F6O2S at a distorted geometry (ωB97M-V with the def2-TZVPD basis set, the OMol25 dataset).

Output
DFT total energy, eV: -73319.478
LUMO, eV: 0.4844
Energy relative to the best compared isomer or geometry (same formula, charge and spin), kJ/mol: 231.32
Maximum force, hartree/bohr: 0.213

```
! RIJCOSX wB97M-V def2-TZVPD def2/J DEFGRID3
* xyz 0 1
O 3.17 -1.27 3.15
S 3.83 -0.35 2.25
O 3.40 1.01 2.13
C 5.54 -0.30 2.49
C 6.12 -1.28 1.50
C 5.31 -0.98 0.26
C 4.04 -0.96 0.60
H 5.65 -0.53 3.52
H 6.00 0.72 2.57
H 7.10 -0.97 1.36
H 5.89 -2.33 1.75
H 5.44 -1.70 -0.47
H 5.56 -0.13 -0.18
H 3.46 -1.78 0.44
H 3.49 -0.27 0.09
F 0.74 -1.10 -2.06
C 0.08 -0.67 -1.02
C -1.06 -1.29 -0.46
C -1.86 -0.60 0.59
C -1.38 0.54 1.18
C -0.23 1.12 0.54
C 0.44 0.55 -0.51
H -1.44 -2.16 -0.93
H -2.67 -1.10 0.86
H -2.17 1.14 1.80
H 0.00 1.91 0.91
H 1.36 1.14 -0.72
F 5.41 -5.76 -3.97
C 4.21 -5.20 -4.06
C 3.90 -3.91 -3.44
C 2.57 -3.48 -3.46
C 1.60 -4.18 -4.05
C 1.86 -5.38 -4.74
C 3.13 -5.92 -4.73
H 4.77 -3.42 -3.08
H 2.12 -2.71 -2.97
H 0.65 -3.76 -4.00
H 1.16 -5.79 -5.31
H 3.23 -6.93 -5.05
F -3.87 4.23 2.32
C -4.36 3.01 2.14
C -4.29 2.14 3.37
C -4.97 0.92 3.31
C -5.60 0.44 2.12
C -5.38 1.24 0.88
C -5.01 2.59 1.08
H -4.03 2.32 4.39
H -4.83 0.35 4.19
H -6.14 -0.55 1.97
H -5.49 0.73 -0.04
H -5.10 3.28 0.32
F -1.40 1.03 -6.01
C -1.51 1.42 -4.73
C -2.64 1.02 -3.95
C -2.89 1.51 -2.64
C -1.94 2.38 -2.07
C -0.93 2.83 -2.86
C -0.59 2.35 -4.12
H -3.27 0.27 -4.44
H -3.78 1.25 -2.18
H -1.92 2.57 -1.08
H -0.28 3.37 -2.34
H 0.03 2.72 -4.87
F -1.96 5.78 -1.33
C -0.73 6.07 -0.97
C -0.14 5.32 0.14
C 1.20 5.76 0.55
C 1.78 6.76 -0.08
C 1.22 7.44 -1.16
C -0.01 7.09 -1.60
H -0.43 4.55 0.65
H 1.71 5.21 1.31
H 2.91 7.03 0.42
H 1.58 8.34 -1.55
H -0.37 7.62 -2.38
F -0.26 -2.70 5.09
C -1.33 -3.41 4.55
C -1.27 -4.93 4.79
C -2.33 -5.79 4.29
C -3.30 -5.18 3.47
C -3.27 -3.83 3.19
C -2.31 -3.00 3.73
H -0.48 -5.40 5.54
H -2.38 -6.76 4.58
H -3.78 -6.13 2.98
H -4.02 -3.21 2.78
H -2.22 -1.92 3.47
*
```

Partial atomic charges computed with the Löwdin method, in multiples of e:
1. O -0.29
2. S 0.68
3. O -0.32
4. C -0.26
5. C -0.14
6. C -0.28
7. C -0.29
8. H 0.09
9. H 0.14
10. H 0.10
11. H 0.15
12. H 0.12
13. H 0.10
14. H 0.11
15. H 0.08
16. F 0.09
17. C -0.31
18. C 0.05
19. C -0.06
20. C -0.04
21. C -0.07
22. C -0.02
23. H 0.09
24. H 0.04
25. H 0.13
26. H 0.00
27. H 0.14
28. F 0.06
29. C -0.23
30. C 0.02
31. C -0.10
32. C -0.09
33. C -0.06
34. C 0.00
35. H 0.09
36. H 0.05
37. H 0.09
38. H 0.05
39. H 0.10
40. F 0.09
41. C -0.30
42. C 0.01
43. C -0.12
44. C -0.05
45. C -0.03
46. C -0.06
47. H 0.09
48. H 0.08
49. H 0.11
50. H 0.08
51. H 0.10
52. F 0.06
53. C -0.24
54. C 0.00
55. C -0.04
56. C -0.08
57. C -0.09
58. C 0.02
59. H 0.11
60. H 0.07
61. H 0.06
62. H 0.06
63. H 0.09
64. F 0.08
65. C -0.25
66. C 0.06
67. C -0.11
68. C -0.14
69. C -0.09
70. C -0.03
71. H 0.03
72. H 0.10
73. H 0.17
74. H 0.09
75. H 0.08
76. F 0.02
77. C -0.21
78. C 0.04
79. C -0.09
80. C -0.10
81. C -0.11
82. C -0.08
83. H 0.13
84. H 0.05
85. H 0.14
86. H 0.09
87. H 0.13